# 1
Molecular formula: C9H14BrN2O2
Method: DFT, ωB97M-V with the def2-TZVPD basis set

Atoms and positions in Å:
C  2.19144  2.49771  1.20218
C  2.52533  1.18392  1.77661
C  1.17209  2.48079  0.32689
C  -1.00762  -2.32026  0.30048
C  -2.51691  -2.00319  0.11774
C  -2.14392  -0.10241  -1.07273
C  2.77986  0.22326  0.90620
C  -0.60603  -0.45695  -1.09878
C  0.10226  0.84083  -1.11547
N  0.57575  1.31016  -0.03354
N  -0.14817  -1.14569  0.08883
O  -2.88941  -1.26052  -1.03433
O  0.01493  1.46521  -2.35123
Br  2.93891  -1.58982  1.54129
H  2.65688  3.35058  1.54121
H  2.38058  1.08804  2.75758
H  0.74561  3.43342  -0.22095
H  -0.84125  -2.78685  1.39317
H  -0.77375  -2.94962  -0.46389
H  -3.00095  -2.87510  0.18261
H  -2.70712  -1.54247  1.02451
H  -2.31523  0.64464  -0.32916
H  -2.57511  0.35567  -1.93248
H  2.94352  0.58944  -0.07560
H  -0.21785  -1.00909  -2.02646
H  -0.22869  -0.33049  0.84561
H  0.84624  -1.49093  0.17080
H  0.09859  2.39973  -2.42107

Output
SMILES string	O\C(=N/C=C\C=C\Br)[C@@H]1COCC[NH2+]1
total charge	+1
ΔE to the lowest compared entry with this formula, charge and spin	0.841	eV

# 2
Molecular formula: C9H14BrN2O2
Method: DFT, ωB97M-V with the def2-TZVPD basis set

Atoms and positions in Å:
C  1.04436  -0.18349  1.35413
C  -1.77766  -1.15420  -1.96651
C  0.27082  -0.15556  0.24866
C  0.10193  -1.47921  -0.44136
C  -2.45716  0.08385  -4.19430
C  1.05475  -2.61887  -0.32771
C  1.12096  0.97087  3.73494
C  -0.64972  2.11969  0.02206
C  1.62853  0.83350  2.23122
N  -0.98670  -1.70352  -1.09229
N  -1.43572  -0.21779  -2.82040
O  -3.56298  -0.24452  -4.14756
O  -0.41550  0.78148  -0.42735
Br  -1.32197  1.06042  -5.39079
H  1.36398  -1.23774  1.64378
H  -2.80461  -1.28207  -1.87296
H  0.83799  -3.28301  -1.08968
H  1.09407  -3.06105  0.76403
H  2.16894  -2.38695  -0.53986
H  -0.01773  1.01108  3.88982
H  1.48854  1.83781  4.16285
H  1.61024  0.14338  4.23476
H  -0.98350  2.17847  1.04533
H  -1.39255  2.47227  -0.73831
H  0.33698  2.71656  0.24111
H  2.78518  0.79950  2.19030
H  1.46102  1.81692  1.94174
H  -0.56248  0.18220  -2.65563

Output
SMILES string	CC/C=C(OC)/C(C)=N\C=[NH+]\C(=O)Br
total charge	+1
ΔE to the lowest compared entry with this formula, charge and spin	0.883	eV

# 3
Molecular formula: C9H14ClN4
Method: DFT, ωB97M-V with the def2-TZVPD basis set

Atoms and positions in Å:
C  3.69527  -1.21045  0.03107
C  3.06526  0.03040  -0.12396
C  1.71666  -0.28496  -0.13448
C  0.11182  1.21828  1.02275
C  0.14481  1.34929  -1.41011
C  -0.51985  0.04336  -1.31356
C  0.42340  0.49867  -0.20364
C  -2.03776  -0.13871  -1.13011
C  0.52244  -2.55783  0.53626
N  2.85688  -2.18370  0.19523
N  1.61794  -1.63808  0.13133
N  0.99713  2.00557  1.58090
N  -1.04058  1.11712  1.59962
Cl  3.66930  1.64771  -0.41191
H  4.81513  -1.47969  0.10230
H  0.86730  1.48197  -2.15280
H  -0.44614  2.22773  -1.34300
H  -0.12930  -0.57691  -2.06344
H  -2.41181  0.61267  -0.44007
H  -2.03857  -1.21856  -0.82198
H  -2.68314  -0.13158  -1.99042
H  0.40897  -2.42483  1.60703
H  -0.39135  -2.63413  0.05227
H  0.98904  -3.68970  0.45354
H  1.88300  2.20365  1.21815
H  0.87335  2.52742  2.45962
H  -1.85097  0.82906  1.04111
H  -1.36877  1.74161  2.35161

Output
SMILES string	C[C@H]1C[C@]1(C(N)=[NH2+])c1c(Cl)cnn1C
total charge	+1
ΔE to the lowest compared entry with this formula, charge and spin	0.000	eV

# 4
Molecular formula: C9H14F6MnN2O11S2
Method: DFT, ωB97M-V with the def2-TZVPD basis set

Atoms and positions in Å:
Mn  17.34585  13.29100  1.46600
C  18.54145  17.13547  5.48168
F  19.53122  16.28967  5.42500
F  17.72821  16.95179  6.54799
F  19.00203  18.40462  5.49215
S  17.44181  17.02917  3.89465
O  16.21832  17.71861  4.32923
O  18.14272  17.75918  2.85012
O  17.31332  15.59809  3.58000
C  17.43386  11.38777  6.71888
F  18.65997  11.05263  7.23828
F  16.47903  10.85484  7.44062
F  17.40378  12.72460  6.58123
S  17.18611  10.61571  4.94059
O  15.76832  10.54586  4.74893
O  17.85669  11.55771  4.09928
O  17.80685  9.30738  4.94243
C  15.52804  10.76887  0.22672
O  14.95541  9.68965  0.45866
O  16.69892  10.95515  0.04564
O  15.02315  11.59467  0.92737
C  15.85367  16.51004  -1.38932
O  16.20523  15.68488  -0.57273
N  14.55857  16.74550  -1.69673
C  13.44676  16.26890  -0.82550
C  14.14756  17.48038  -2.89424
H  16.56450  17.13138  -1.95577
H  12.78592  15.61356  -1.39288
H  12.93017  17.12786  -0.39722
H  13.78829  15.50269  -0.12953
H  13.69329  18.46938  -2.83414
H  15.03482  17.58807  -3.51815
H  13.44279  16.88471  -3.47437
C  22.22828  13.60531  1.19903
O  21.02159  13.66837  0.91608
N  23.22295  13.91430  0.36423
C  24.57201  13.98606  0.90312
C  23.03909  14.22313  -1.03424
H  22.56017  13.31515  2.20792
H  24.73624  15.04819  1.08478
H  25.25593  13.68915  0.10801
H  24.74335  13.44307  1.83258
H  23.03277  15.30375  -1.17675
H  23.78219  13.80439  -1.71286
H  22.05222  13.98532  -1.43128

Output
total charge	-2
spin multiplicity	6
ΔE to the lowest compared entry with this formula, charge and spin	7.020	eV
expectation value of S²	8.764

# 5
Molecular formula: C9H14INO2
Method: DFT, ωB97M-V with the def2-TZVPD basis set

Atoms and positions in Å:
C  3.60432  -0.05214  -0.45717
C  2.54669  -0.89415  -0.45638
C  -1.15329  0.52261  1.49322
C  -2.48299  0.60910  0.66665
C  0.01144  0.67974  0.41186
C  -2.52008  -0.60448  -0.36284
C  0.02107  -0.47463  -0.49347
C  -1.23032  -0.61670  -1.32387
C  1.37973  -0.61751  -1.35561
N  -1.23859  0.51927  -2.33565
O  -0.95655  0.21981  -3.46444
O  -1.30751  1.64761  -1.92401
I  -1.32274  -2.39166  -2.51057
H  4.41589  -0.35374  0.16406
H  3.75706  0.90983  -1.01960
H  2.63508  -1.79033  0.09232
H  -1.02822  1.45029  2.19247
H  -0.96954  -0.44856  1.83757
H  -3.44133  0.57916  1.32115
H  -2.36506  1.62517  0.17689
H  -0.08874  1.73899  -0.03227
H  0.97610  0.73689  1.05116
H  -2.46640  -1.48298  0.14975
H  -3.39292  -0.49533  -0.91160
H  0.07856  -1.34177  0.15751
H  1.59546  0.27002  -2.03670
H  1.09348  -1.43885  -1.96146

Output
SMILES string	C=CC[C@H]1CCCC[C@@]1(I)[N+](=O)[O-]
ΔE to the lowest compared entry with this formula, charge and spin	0.000	eV

# 6
Molecular formula: C9H14INO3
Method: DFT, ωB97M-V with the def2-TZVPD basis set

Atoms and positions in Å:
C  -3.52197  0.84742  0.31724
C  -2.70157  -0.22899  0.22918
C  -0.23314  -0.65654  -0.03342
C  -2.89274  2.14871  0.45843
C  -3.14944  -1.60718  -0.19603
C  2.25853  -0.67906  -1.27943
C  2.67102  1.34671  0.08804
C  2.85558  -0.99563  1.01403
C  2.11183  -0.09393  0.03706
N  -1.37029  0.15096  0.08748
O  -0.20820  -1.73089  -0.55418
O  -1.20595  1.32007  0.79342
O  0.75996  0.13127  0.39737
I  -3.05519  3.29834  -1.33489
H  -4.69892  0.80533  0.23185
H  -2.88639  2.88028  1.31505
H  -4.05768  -1.78824  0.46623
H  -2.26915  -2.19859  0.19135
H  -3.27032  -1.81688  -1.26284
H  2.15914  -1.70248  -1.31788
H  1.60184  -0.29456  -2.02217
H  3.23386  -0.46722  -1.73053
H  3.49319  1.37384  0.70717
H  1.96210  2.04907  0.37327
H  2.98890  1.58631  -0.88679
H  2.79379  -0.69719  2.11797
H  2.62840  -2.03994  0.99978
H  4.00280  -0.94100  0.79325

Output
ΔE to the lowest compared entry with this formula, charge and spin	0.385	eV